Record 1
C5H8O2 as an isolated structure at a distorted geometry. Source: the OMol25 dataset; level of theory: wB97M-V/def2-TZVPD.

As for the spin multiplicity: 1. The calculation puts the energy relative to the best compared isomer or geometry (same formula, charge and spin) at 61.3 kcal per mole. The value obtained for the orbital gap is 9.15 eV.

```
15
Properties=species:S:1:pos:R:3:forces:R:3
O -2.28056 0.32643 0.46074 0.072 0.096 0.148
C 0.25593 1.83421 -0.10036 -1.440 -0.605 -0.072
O 2.30826 0.51337 -0.43411 -0.130 0.031 0.154
C 0.97503 0.59276 -0.15938 -0.189 -0.988 -0.308
H -0.75718 -2.40805 -0.16199 0.008 0.161 -0.044
H 2.52439 -0.37814 -0.73394 -0.050 0.049 0.068
H -0.09015 2.17791 0.86578 0.194 0.062 0.082
C 0.07614 -1.83362 0.24973 0.129 -0.256 -0.064
C -1.15363 0.45042 -0.31364 0.908 1.452 -0.042
H -2.02503 0.04086 1.34698 -0.001 0.019 -0.089
H 0.51498 2.63026 -0.79682 -0.085 0.043 0.004
H 0.09218 -2.01884 1.32909 -0.028 0.082 -0.040
H -1.44610 0.73357 -1.31637 -0.034 -0.222 -0.081
C 0.01470 -0.37789 -0.09100 0.631 0.094 0.293
H 0.99104 -2.28323 -0.14472 0.016 -0.018 -0.009
```
Positions in Å, forces in eV/Å.

=====

Record 2
One molecule with the formula C4H6N2S2 at a distorted geometry. Source: the OMol25 dataset; level of theory: wB97M-V/def2-TZVPD.

As for the spin multiplicity: 1. The structure (SMILES) is [H]/N=C1/NSC[C@@]12CS2. The calculation puts the energy relative to the best compared isomer or geometry (same formula, charge and spin) at 29.0 kcal per mole. The value obtained for the orbital gap is 9.27 eV.

```
14
Properties=species:S:1:pos:R:3:forces:R:3
C 0.22048 1.16368 0.02226 -1.061 0.670 -0.135
S 2.05559 -0.69461 0.10401 -0.095 0.108 -0.302
C -0.46119 -0.20205 -0.00606 0.390 -0.370 -0.433
H 0.53346 -1.08918 -1.77790 -0.056 0.398 -0.088
H -1.30417 2.30214 -0.21239 0.271 -0.252 0.105
H -1.39191 0.07928 1.95968 0.072 -0.061 0.004
H -1.13848 -1.70610 1.53905 0.062 0.719 -0.420
H 2.11402 1.60751 -0.50083 -0.275 -0.621 0.637
C 0.48806 -1.17871 -0.69653 0.299 -0.053 0.480
N 1.58782 0.96127 0.10803 0.701 0.750 -0.530
H 0.29029 -2.22662 -0.48328 -0.171 0.038 0.261
C -1.20246 -0.65868 1.18965 -0.617 -0.322 -0.175
N -0.29067 2.33367 -0.07071 0.406 -0.985 -0.001
S -2.20888 -0.35396 -0.34411 0.074 -0.020 0.598
```
Positions in Å, forces in eV/Å.